Density functional theory data (ωB97M-V/def2-TZVPD) for a 4-piece molecular cluster, CH10N2O4 overall.

Orbital gap, eV: 10.9
F_max, eV/Å: 1.3
Energy above the lowest of the compared OMol25 structures with the same formula, charge and spin, kcal/mol: 0.0
DFT total energy, Ha: -454.6290
Structure (SMILES): NC(N)=O.O.O.O

XYZ file:
```
17
CH10N2O4, DFT ωB97M-V/def2-TZVPD
O -1.882 -1.232 -0.060
O -0.284 1.911 -2.404
O -0.168 -2.414 1.841
O 1.488 -0.345 2.207
N -0.547 1.428 -0.195
N 1.214 0.539 -1.415
C 0.126 1.358 -1.414
H 0.974 -1.155 2.142
H 0.037 1.346 0.615
H -0.456 -3.292 2.065
H -2.053 -1.520 -0.965
H 1.694 0.376 -0.557
H -1.507 -0.326 -0.170
H -1.223 2.195 -0.193
H 1.649 -0.214 3.126
H -0.801 -2.086 1.144
H 1.770 0.610 -2.246
```

Density functional theory data (ωB97M-V/def2-TZVPD) for a 2-piece molecular cluster, C4H16N3S overall.

Total charge: +1
Orbital gap, eV: 9.5
F_max, eV/Å: 0.7
Energy above the lowest of the compared OMol25 structures with the same formula, charge and spin, kcal/mol: 0.0
DFT total energy, Ha: -724.2171

XYZ file:
```
24
C4H16N3S, DFT ωB97M-V/def2-TZVPD
S -0.140 3.409 -1.381
N -1.204 0.406 1.213
N -0.843 -2.266 1.253
N 2.300 -3.036 -0.632
C 0.553 -2.723 1.012
C -0.979 2.572 0.001
C 1.038 -2.357 -0.381
C -0.477 1.132 0.126
H 1.218 -2.283 1.757
H 0.588 1.123 0.333
H 3.039 -2.616 -0.084
H -1.157 -2.608 2.153
H -2.056 2.615 -0.153
H 2.571 -2.901 -1.598
H -0.876 0.759 2.100
H 1.108 -1.266 -0.454
H -1.435 -2.771 0.586
H -2.204 0.613 1.137
H -1.063 -0.776 1.223
H -0.745 3.140 0.902
H -0.681 2.631 -2.335
H -0.641 0.606 -0.811
H 0.606 -3.805 1.132
H 0.316 -2.685 -1.131
```

Density functional theory data (ωB97M-V/def2-TZVPD) for C5H15N3O as an isolated structure.

Orbital gap, eV: 8.2
F_max, eV/Å: 2.9
Energy above the lowest of the compared OMol25 structures with the same formula, charge and spin, kcal/mol: 79.2
DFT total energy, Ha: -438.9088

XYZ file:
```
24
C5H15N3O, DFT ωB97M-V/def2-TZVPD
O 1.142 -2.260 0.182
N -0.772 -0.881 -0.456
N 2.561 0.104 -0.626
N 1.958 0.512 1.666
C 1.475 0.429 0.295
C 0.482 -1.307 0.556
C -2.096 -0.695 0.142
C -3.096 -0.117 -0.852
C 0.931 1.818 -0.062
H -2.445 -1.654 0.538
H 2.720 1.186 1.726
H 0.094 2.068 0.589
H 2.276 0.240 -1.591
H -0.753 -1.526 -1.241
H -1.977 -0.014 0.988
H -4.071 0.004 -0.379
H 0.094 -1.152 1.570
H 0.584 1.864 -1.098
H 1.719 2.572 0.043
H 2.360 -0.374 1.956
H 2.816 -0.877 -0.521
H -3.226 -0.779 -1.711
H -0.014 -0.017 -0.503
H -2.763 0.858 -1.210
```

Density functional theory data (ωB97M-V/def2-TZVPD) for a 4-piece molecular cluster, C25H31N4O14 overall.

Total charge: +1
Orbital gap, eV: 6.2
F_max, eV/Å: 4.7
DFT total energy, Ha: -2243.2066

XYZ file:
```
74
C25H31N4O14, DFT ωB97M-V/def2-TZVPD
O -2.684 0.766 1.324
O -8.298 0.835 -3.843
O 6.840 -4.893 -2.452
O -6.809 -0.776 -2.062
O 7.122 -3.853 0.038
O 9.839 -1.578 -3.892
O -6.180 1.835 -1.628
O -11.845 1.903 -6.724
O -3.260 -1.839 0.818
O -7.725 3.451 -3.341
O 10.188 -0.595 -1.390
O 6.351 0.329 3.558
O 3.035 2.116 3.548
O -11.220 4.506 -6.293
N 0.077 0.555 2.369
N -1.867 -0.247 3.522
N 1.800 1.787 1.308
N 2.316 0.929 3.486
C 1.382 1.094 2.414
C -8.993 1.666 -4.404
C -10.545 3.682 -5.706
C -9.459 4.057 -4.798
C -1.502 -1.675 3.297
C -8.731 3.119 -4.185
C -10.823 2.230 -5.902
C 8.671 -2.197 -0.598
C 6.857 -0.958 3.946
C -5.508 1.006 -1.044
C 6.530 -2.123 2.881
C -4.421 1.378 -0.135
C -5.789 -0.447 -1.242
C -10.094 1.291 -5.293
C 7.771 -3.324 -0.848
C 8.335 -3.271 -3.249
C 9.350 -1.635 -1.601
C 7.659 -3.834 -2.245
C -0.625 0.562 3.689
C -3.695 0.439 0.475
C -3.958 -1.013 0.256
C 4.908 0.368 3.679
C -5.058 -1.386 -0.632
C 9.217 -2.128 -3.003
C 4.472 1.874 3.461
H -0.471 1.164 1.730
H 4.634 -0.024 4.706
H 2.288 1.223 0.604
H -10.284 0.235 -5.428
H -5.249 -2.442 -0.768
H 5.748 -2.781 3.375
H -7.351 2.603 -3.028
H 8.757 -1.847 0.422
H -0.821 1.584 4.122
H -7.180 0.073 -2.381
H -2.311 -0.090 1.639
H -2.412 -2.305 3.533
H 7.985 -0.859 3.982
H 10.553 -0.373 -2.267
H -12.209 2.753 -7.037
H 6.463 -1.283 4.967
H -1.189 -1.907 2.239
H -4.239 2.434 0.014
H 1.862 0.865 4.406
H 4.948 2.489 4.293
H 4.860 2.289 2.484
H -0.654 -2.034 3.977
H 4.514 -0.304 2.849
H 8.261 -3.630 -4.267
H -2.443 -0.159 4.364
H 6.052 -1.690 1.945
H 7.440 -2.749 2.632
H 0.033 -0.004 4.422
H -9.278 5.113 -4.650
H 1.590 2.767 1.138
H 6.471 -5.112 -1.576
```

Density functional theory data (ωB97M-V/def2-TZVPD) for a 2-piece molecular cluster, C2H8OP2S overall.

Orbital gap (alpha / beta), eV: 7.6 / 7.6
F_max, eV/Å: 5.1
Energy above the lowest of the compared OMol25 structures with the same formula, charge and spin, kcal/mol: 54.1
DFT total energy, Ha: -1237.0341

XYZ file:
```
14
C2H8OP2S, DFT ωB97M-V/def2-TZVPD
S 1.411 0.030 2.558
P -1.621 0.799 -1.598
P -1.143 0.716 0.535
O -1.514 -0.893 0.768
C 1.032 -0.595 -0.480
C 0.646 0.549 0.265
H -0.804 -1.542 1.129
H 1.062 1.570 0.014
H 2.151 -0.639 -0.494
H -0.754 1.836 -1.744
H 0.880 -1.196 2.179
H 0.666 -1.647 -0.025
H -2.695 1.642 -1.507
H 0.682 -0.631 -1.599
```

Density functional theory data (ωB97M-V/def2-TZVPD) for the molecule C8H12N4.

Orbital gap (alpha / beta), eV: 7.6 / 8.7
F_max, eV/Å: 4.6
Energy above the lowest of the compared OMol25 structures with the same formula, charge and spin, kcal/mol: 140.8
DFT total energy, Ha: -530.8604

XYZ file:
```
24
C8H12N4, DFT ωB97M-V/def2-TZVPD
N -0.519 1.600 0.194
N -2.968 3.976 0.896
N -1.498 2.323 0.816
N -2.855 3.488 2.116
C 1.686 -1.020 -0.334
C -0.693 -1.378 -0.956
C -1.076 -0.612 0.233
C 1.419 0.238 0.597
C 0.653 -1.008 -1.497
C -1.954 2.546 2.128
C -2.155 3.341 0.110
C -0.109 0.408 0.832
H -0.243 0.554 2.029
H -1.802 1.890 3.005
H 1.977 0.225 1.564
H -1.489 -1.444 -1.828
H -0.573 -2.480 -0.673
H 1.679 1.173 -0.019
H -2.324 3.445 -0.904
H 1.369 -1.819 0.270
H 2.683 -0.899 -0.565
H 0.946 -1.752 -2.215
H -2.067 -0.622 0.628
H 0.371 -0.034 -1.991
```

What is the DFT total energy in the fourth record?
-2243.2066 Ha

Among the records above, which one has the highest DFT total energy?
C5H15N3O